#A
This record from the OMol25 dataset describes a single CH4NOP molecule. The level of theory is wB97M-V/def2-TZVPD.

Calculated values
* molar mass: 77.0 g mol⁻¹
* HOMO energy: -8.63 eV
* E_LUMO: 0.1629 eV

Geometry as ORCA input:
```
! wB97M-V def2-TZVPD RIJCOSX def2/J DEFGRID3
* xyz 0 1
C 1.40980 0.32857 0.23492
N -1.96249 0.45991 -0.04104
O -0.59925 -1.66338 -0.05643
P -0.38784 -0.00249 0.11211
H 1.77952 1.40358 0.10650
H -2.18047 1.45511 -0.25734
H -1.47259 -1.83767 -0.24632
H 1.90571 -0.59217 0.29956
*
```

#B
This record from the OMol25 dataset describes 2 unconnected molecules or ions with the total composition CH4NOP. The level of theory is wB97M-V/def2-TZVPD.

Calculated values
* molar mass: 77.0 g mol⁻¹
* HOMO energy: -10.03 eV
* E_LUMO: -1.8213 eV

Geometry as ORCA input:
```
! wB97M-V def2-TZVPD RIJCOSX def2/J DEFGRID3
* xyz 0 1
C -0.61922 -0.85208 0.67972
N 0.14936 0.18180 0.33531
O -1.35774 -1.36481 -0.12634
P 0.43606 0.88035 -1.14867
H -0.53749 -1.15472 1.73400
H 1.30211 0.62413 1.66731
H 0.54142 -0.30166 -1.89253
H -0.91426 1.05682 -1.48577
*
```

Least stable = #B

#A
This record from the OMol25 dataset describes 2 unconnected molecules or ions with the total composition C4H7IN. The level of theory is wB97M-V/def2-TZVPD.

Calculated values
* molar mass: 196.0 g mol⁻¹
* HOMO energy: -13.37 eV
* E_LUMO: -5.0616 eV

Geometry as ORCA input:
```
! wB97M-V def2-TZVPD RIJCOSX def2/J DEFGRID3
* xyz 1 1
C 0.57409 0.00532 1.87080
C 0.76052 0.82435 0.66391
C -0.20746 -1.51526 -0.03072
C -0.15483 -0.97572 1.28010
N -0.11094 -0.03766 -0.11585
I -1.35066 1.94923 -2.83293
H -1.08368 0.70258 -3.68623
H 0.79566 0.21570 2.91214
H 0.44143 1.80488 0.88464
H 1.77837 0.70702 0.25500
H 0.65069 -2.12009 -0.50438
H -1.06903 -1.86731 -0.54639
H -1.02415 0.30697 -0.15012
*
```

#B
This record from the OMol25 dataset describes a gas-phase ion, C4H7IN (charge +1). The level of theory is wB97M-V/def2-TZVPD.

Calculated values
* SMILES: C#C[C@](C)([NH3+])I
* molar mass: 196.0 g mol⁻¹
* HOMO energy: -13.93 eV
* E_LUMO: -4.2688 eV

Geometry as ORCA input:
```
! wB97M-V def2-TZVPD RIJCOSX def2/J DEFGRID3
* xyz 1 1
C -0.12870 -2.39081 -0.13238
C 0.18176 -1.26136 0.09974
C 0.50679 0.11270 0.14842
C -0.35210 0.81203 1.21513
N -0.11466 0.72733 -1.23312
I 2.68177 0.23061 -0.02537
H -0.34561 -3.47250 -0.05828
H -0.56653 1.93354 1.18655
H -1.33232 0.42426 1.13565
H 0.16956 0.57411 2.26133
H -1.04374 0.40722 -1.30363
H -0.00892 1.68910 -1.26966
H 0.35268 0.21376 -2.02435
*
```

Least stable = #A

#A
This record from the OMol25 dataset describes 2 unconnected molecules or ions with the total composition C9H14. The level of theory is wB97M-V/def2-TZVPD.

Calculated values
* SMILES: Cc1ccccc1.CC
* molar mass: 122.2 g mol⁻¹
* HOMO energy: -8.62 eV
* E_LUMO: 0.9995 eV

Geometry as ORCA input:
```
! wB97M-V def2-TZVPD RIJCOSX def2/J DEFGRID3
* xyz 0 1
C -2.60259 -0.20023 0.55752
C -1.50872 -1.05696 0.13737
C -1.10297 -1.06673 -1.21269
C 0.00515 -1.73118 -1.58329
C 0.84123 -2.41903 -0.53621
C 0.37124 -2.54752 0.78894
C -0.83283 -1.86509 1.09830
H -3.65610 -0.57940 0.32604
H -2.70680 0.73019 -0.04746
H -2.49841 -0.05205 1.66584
H -1.80549 -0.54243 -2.01133
H 0.43170 -1.61633 -2.61400
H 1.72852 -2.90983 -0.94088
H 0.77596 -3.28692 1.46564
H -1.13609 -2.04166 2.18439
C 1.16452 2.16981 -0.23273
C 2.18415 3.14134 0.44816
H 0.43033 1.86165 0.38437
H 0.82441 2.52401 -1.12037
H 1.77800 1.29145 -0.37353
H 2.59126 2.58797 1.27670
H 1.75651 4.12031 0.62402
H 2.96702 3.48862 -0.28477
*
```

#B
This record from the OMol25 dataset describes 2 unconnected molecules or ions with the total composition C9H14. The level of theory is wB97M-V/def2-TZVPD.

Calculated values
* SMILES: Cc1ccccc1.CC
* molar mass: 122.2 g mol⁻¹
* HOMO energy: -8.79 eV
* E_LUMO: 0.9445 eV

Geometry as ORCA input:
```
! wB97M-V def2-TZVPD RIJCOSX def2/J DEFGRID3
* xyz 0 1
C 2.43855 -2.07477 0.98544
C 1.73268 -1.74243 -0.26881
C 1.39872 -2.37262 -1.52479
C 0.68699 -1.69322 -2.55137
C 0.27054 -0.41237 -2.30481
C 0.59412 0.28800 -1.06477
C 1.22354 -0.42756 -0.12559
H 1.83534 -2.55925 1.87831
H 2.80262 -1.09888 1.46210
H 3.23976 -2.75506 0.81408
H 1.65091 -3.52804 -1.74989
H 0.55699 -2.07915 -3.55903
H -0.37574 -0.20462 -3.16716
H 0.25619 1.29095 -1.01105
H 1.43521 0.03259 0.78101
C -2.28382 3.04921 1.76813
C -2.61862 1.79121 1.07279
H -1.22644 3.05451 1.95440
H -2.48513 4.04577 1.16616
H -2.79859 3.03353 2.78324
H -3.03771 1.05032 1.68786
H -3.59979 1.94317 0.48048
H -1.69630 1.36873 0.49329
*
```

#C
This record from the OMol25 dataset describes 2 unconnected molecules or ions with the total composition C9H14. The level of theory is wB97M-V/def2-TZVPD.

Calculated values
* SMILES: Cc1ccccc1.CC
* molar mass: 122.2 g mol⁻¹
* HOMO energy: -9.04 eV
* E_LUMO: 0.9681 eV

Geometry as ORCA input:
```
! wB97M-V def2-TZVPD RIJCOSX def2/J DEFGRID3
* xyz 0 1
C 0.80652 2.22959 -0.43083
C -0.03346 1.58413 0.64795
C -1.39903 1.91215 0.77947
C -2.16510 1.32379 1.75890
C -1.56975 0.42698 2.69184
C -0.24307 0.05401 2.50530
C 0.52333 0.60199 1.43206
H 1.58389 1.65547 -0.92058
H 1.42863 2.99922 0.13969
H 0.25151 2.48371 -1.33528
H -1.89180 2.65175 0.15658
H -3.17362 1.52807 2.08688
H -2.12797 -0.06565 3.46674
H 0.26203 -0.67553 3.13828
H 1.61219 0.49714 1.56269
C 0.16017 -2.60525 -1.82446
C 1.43291 -2.25394 -2.58371
H 0.40309 -3.25374 -0.95916
H -0.43909 -1.73858 -1.63381
H -0.50631 -3.20228 -2.48342
H 2.11598 -1.73723 -1.89490
H 1.83154 -3.07985 -3.12579
H 1.13740 -1.33596 -3.17446
*
```

Least stable = #B

#A
This record from the OMol25 dataset describes 2 unconnected molecules or ions with the total composition C9H14. The level of theory is wB97M-V/def2-TZVPD.

Calculated values
* SMILES: Cc1ccccc1.CC
* molar mass: 122.2 g mol⁻¹
* HOMO energy: -9.00 eV
* E_LUMO: 0.9981 eV

Geometry as ORCA input:
```
! wB97M-V def2-TZVPD RIJCOSX def2/J DEFGRID3
* xyz 0 1
C 2.36180 -0.89484 1.19794
C 0.93269 -0.55755 1.47839
C -0.10220 -1.01900 0.70440
C -1.43106 -0.64668 0.94453
C -1.67600 0.33212 1.86834
C -0.66271 0.87095 2.67518
C 0.61280 0.39922 2.45553
H 2.64708 -1.83070 1.70843
H 3.04387 -0.21779 1.71537
H 2.58266 -1.15826 0.16377
H 0.12498 -1.69468 -0.11965
H -2.18834 -1.18438 0.38933
H -2.68554 0.62002 2.16004
H -0.84323 1.59389 3.45553
H 1.44283 0.71250 3.09131
C -0.72080 1.30351 -2.69869
C -0.39286 -0.10097 -3.28141
H -1.68167 1.27559 -2.20189
H 0.06683 1.39731 -1.92713
H -0.53188 2.17812 -3.30242
H 0.66357 -0.36261 -3.17928
H -0.65246 -0.02412 -4.34759
H -0.91036 -0.99166 -2.95005
*
```

#B
This record from the OMol25 dataset describes 2 unconnected molecules or ions with the total composition C9H14. The level of theory is wB97M-V/def2-TZVPD.

Calculated values
* SMILES: Cc1ccccc1.CC
* molar mass: 122.2 g mol⁻¹
* HOMO energy: -8.98 eV
* E_LUMO: 1.0292 eV

Geometry as ORCA input:
```
! wB97M-V def2-TZVPD RIJCOSX def2/J DEFGRID3
* xyz 0 1
C -0.43846 2.14543 -0.48116
C 0.68343 1.31768 0.14645
C 1.22999 1.72972 1.38372
C 2.26493 0.96782 1.91720
C 2.89279 -0.13732 1.28743
C 2.38459 -0.39447 0.00998
C 1.17625 0.16102 -0.43160
H -1.15583 2.18093 0.24302
H -0.74256 1.51488 -1.37568
H -0.20270 3.12941 -0.86711
H 0.95695 2.60222 1.89250
H 2.75000 1.29829 2.88808
H 3.55646 -0.70317 1.87577
H 2.78739 -1.18469 -0.53667
H 0.79105 -0.30655 -1.41759
C -2.82500 -1.60822 -0.18809
C -1.99296 -1.99385 -1.51425
H -3.60582 -2.26500 0.04738
H -2.20845 -1.69288 0.74637
H -3.05148 -0.53931 -0.28735
H -0.97469 -1.57027 -1.44819
H -2.51787 -1.55229 -2.33226
H -1.75801 -3.09939 -1.55795
*
```

Least stable = #B